A molecular structure, C31H27BGeN8W. Source: the Open Molecules 2025 dataset; level of theory: the ωB97M-V functional and the def2-TZVPD basis.

Structure (XYZ):
```
69
Properties=species:S:1:pos:R:3:forces:R:3:mulliken_charge:R:1
W 0.09428 -0.18122 0.11475 1.3 -0.2 -0.5 1.558
C -3.19387 -0.25538 3.09637 0.0 0.0 0.0 -1.576
C -2.15807 0.37064 2.41814 0.0 0.1 -0.1 -0.366
N -1.64002 -0.44556 1.49500 -0.2 -0.1 0.1 -0.071
N -2.34514 -1.60815 1.56638 0.0 -0.1 0.0 0.233
C -3.28095 -1.51151 2.52336 0.0 0.0 0.0 0.162
B -1.91058 -2.73275 0.59642 0.0 0.0 0.0 0.922
N -0.40344 -3.06692 0.89855 0.0 0.2 0.1 0.706
C 0.12882 -4.18425 1.41207 0.0 -0.1 0.0 0.053
C 1.49887 -4.01994 1.52081 0.0 -0.1 0.0 -1.337
C 1.73782 -2.74075 1.04145 0.0 0.0 0.0 -0.088
N 0.58822 -2.16033 0.68798 -0.1 -0.1 0.0 -0.822
N -1.98863 -2.15036 -0.85740 0.2 0.1 0.1 0.630
C -2.77527 -2.50293 -1.88192 -0.1 -0.1 0.0 0.046
C -2.49180 -1.68934 -2.96526 0.0 0.0 0.0 -1.348
C -1.49344 -0.83642 -2.51792 0.0 0.0 0.0 -0.207
N -1.20046 -1.11289 -1.24304 -0.2 -0.2 -0.1 -0.501
N -2.72593 -3.99638 0.66620 0.1 0.1 -0.1 0.479
C -2.51589 -5.11201 -0.09251 0.0 0.1 0.1 -0.427
C -3.48639 -6.01953 0.22636 -0.1 -0.1 0.0 -1.029
C -4.27074 -5.36134 1.20022 -0.1 -0.1 0.0 -0.290
N -3.81929 -4.14957 1.45838 0.2 -0.2 -0.2 -1.065
H -3.80128 0.14832 3.88842 0.0 0.0 0.0 0.450
H -1.75625 1.36447 2.54365 0.0 0.0 0.0 0.604
H -3.93905 -2.34409 2.70948 0.1 0.1 0.0 0.520
H -0.49452 -5.02993 1.65615 0.0 0.1 0.0 0.483
H 2.21972 -4.73539 1.87962 -0.1 0.0 0.0 0.447
H 2.67296 -2.22082 0.91331 0.0 0.0 0.0 0.536
H -3.48421 -3.31006 -1.77924 0.1 0.1 0.0 0.464
H -2.94106 -1.71788 -3.94347 0.0 0.0 0.1 0.445
H -0.97026 -0.04850 -3.03357 0.0 0.0 0.0 0.517
H -1.69713 -5.16800 -0.79553 0.0 0.0 0.1 0.580
H -3.61937 -7.00971 -0.17802 0.0 0.1 0.0 0.469
H -5.14592 -5.72606 1.71817 0.1 0.0 0.0 0.450
C 1.57962 0.03781 -1.19206 -0.6 -0.2 0.4 -1.523
Ge 2.05527 1.91632 -0.91045 -0.5 -0.1 0.2 1.531
C 3.69416 2.72404 -1.45672 0.3 0.0 -0.1 0.175
C 4.69010 1.90265 -1.98958 0.1 0.2 0.0 -0.528
C 5.90010 2.45471 -2.39135 0.0 0.0 0.0 -0.610
C 6.11474 3.82114 -2.26338 0.0 0.0 0.0 -0.467
C 5.12627 4.64164 -1.73469 0.0 0.0 0.0 -0.690
C 3.91606 4.09599 -1.33077 0.0 -0.1 0.0 -0.206
C 1.63699 1.83269 1.04650 0.0 -0.2 0.0 -0.475
C 1.93408 0.67499 1.79062 0.1 0.2 0.1 -0.593
C 1.54543 0.55957 3.13562 0.0 0.0 0.0 -0.634
C 0.89599 1.60473 3.75375 0.0 0.0 0.0 -0.481
C 0.62990 2.77799 3.03973 0.0 0.0 0.0 -0.806
C 0.97310 2.88344 1.70646 -0.1 0.0 0.1 0.025
C 0.36999 2.71241 -1.52321 0.1 0.1 -0.1 0.373
C 0.17759 3.55868 -2.60699 -0.1 0.0 0.0 -0.444
C -1.11017 3.83444 -3.06826 0.0 0.0 0.0 -0.701
C -2.21788 3.25944 -2.46052 0.0 0.0 0.0 -0.696
C -2.04972 2.40583 -1.37584 0.0 0.0 0.0 -0.440
C -0.76505 2.14756 -0.93306 0.0 0.1 -0.2 0.285
H 4.52016 0.83675 -2.09640 0.0 0.0 0.0 0.338
H 6.67271 1.81993 -2.80673 0.0 0.0 0.0 0.410
H 7.05727 4.25011 -2.57944 0.0 0.0 0.0 0.394
H 5.29861 5.70689 -1.63821 0.0 -0.1 0.0 0.414
H 3.14967 4.74492 -0.91868 0.0 0.0 0.0 0.374
H 2.58727 -0.07348 1.36884 0.0 -0.1 0.0 0.923
H 1.77729 -0.34351 3.68738 0.0 0.0 0.0 0.475
H 0.60464 1.52393 4.79347 0.0 0.0 0.0 0.439
H 0.14010 3.60833 3.53456 0.0 0.0 0.0 0.424
H 0.72334 3.78655 1.16164 0.0 0.0 0.0 0.451
H 1.03398 3.99536 -3.10910 0.0 0.0 0.0 0.476
H -1.24753 4.49895 -3.91219 0.0 0.0 0.0 0.429
H -3.21381 3.47936 -2.82280 0.0 0.0 0.0 0.437
H -2.90580 1.96009 -0.88336 0.0 0.0 0.0 0.516
H -0.68616 1.62428 0.04187 -0.2 0.4 0.3 -0.220
```
Forces are in eV/Å.

Summary:
Charge ... +1
<S²> ... 3.782
Energy relative to the best compared isomer or geometry (same formula, charge and spin) ... 1.1 kcal/mol
Orbital gap (spin up / spin down) ... 7.0 / 6.6 eV
Spin multiplicity ... 4